--- one ---
Formula: CH2N4S
Source: the Open Molecules 2025 dataset
Level of theory: ωB97M-V/def2-TZVPD

Calculated values
HOMO-LUMO gap   7.5661 eV
HOMO   -8.53 eV
Multiplicity   1
Charge   0

```
8
CH2N4S ωB97M-V/def2-TZVPD
C -0.21372 0.00142 -0.13275
N -1.10341 1.04261 0.05920
N -2.33062 1.08071 0.01116
N -3.42004 1.20228 0.15306
N -2.60290 -1.18672 -0.44146
S -1.34504 -1.64166 0.18584
H 0.05486 -0.24111 -1.16931
H 0.60420 -0.08692 0.59825
```


--- two ---
Formula: CH2N4S
Source: the Open Molecules 2025 dataset
Level of theory: ωB97M-V/def2-TZVPD

Calculated values
HOMO-LUMO gap   10.1344 eV
HOMO   -9.94 eV
Multiplicity   1
Charge   0

```
8
CH2N4S ωB97M-V/def2-TZVPD
S 0.63863 -0.33513 1.81392
C 0.09445 0.00789 0.23264
N -1.06110 0.52773 -0.14733
N -1.21224 0.45495 -1.52533
N -0.15222 0.06157 -1.95922
N 0.72332 -0.15768 -0.92531
H -0.51496 -0.54648 2.66896
H 1.64574 -0.34465 -1.18716
```


Relative to the most stable one, in eV, the structures come out at one 2.910; two 0.000.


--- one ---
Formula: C4H14NO2
Source: the Open Molecules 2025 dataset
Level of theory: ωB97M-V/def2-TZVPD

Calculated values
HOMO-LUMO gap (spin up / spin down)   8.6950 / 1.2416 eV
HOMO (spin up / spin down)   -16.88 / -16.88 eV
Multiplicity   2
<S²>   0.756
Charge   +2

```
21
C4H14NO2 ωB97M-V/def2-TZVPD
O 1.39987 0.58935 -2.22848
C 0.00667 0.71279 -1.75934
C -0.32974 -0.14569 -0.47605
N 1.02114 -0.53246 0.03876
C 1.77827 0.25716 0.89980
C 1.42536 -0.16638 2.38598
H 1.32828 0.35844 -3.13952
H -0.74634 0.55889 -2.54589
H -0.08842 1.72801 -1.30053
H -0.97622 -1.01259 -0.62535
H -0.65554 0.52841 0.33812
H 0.72350 -1.50112 0.33264
H 1.36559 -0.61338 -0.92366
H 1.64371 1.34748 0.74057
H 2.86311 0.22127 0.81036
H 1.89803 0.35643 3.17349
H 1.84700 -1.17363 2.57433
H 0.37017 -0.00351 2.49191
H -5.50446 -0.12014 -0.61610
H -4.73729 -0.91984 0.33391
O -4.63269 -0.46950 -0.50496
```


--- two ---
Formula: C4H14NO2
Source: the Open Molecules 2025 dataset
Level of theory: ωB97M-V/def2-TZVPD

Calculated values
HOMO-LUMO gap (spin up / spin down)   9.9442 / 6.1390 eV
HOMO (spin up / spin down)   -19.55 / -19.53 eV
Multiplicity   2
<S²>   0.753
Charge   +2

```
21
C4H14NO2 ωB97M-V/def2-TZVPD
C 1.79727 -1.29776 1.33663
C 0.73727 -0.18415 1.56416
C -0.44005 -0.23980 0.70781
C -1.67354 -0.85712 0.90005
N -0.30565 0.53546 -0.52592
H 2.58661 -1.20529 2.08155
H 1.42230 -2.31721 1.37275
H 2.32048 -1.13654 0.39458
H 0.30980 -0.31788 2.56939
H 1.24288 0.77755 1.46277
H -1.93335 -1.23905 1.88528
H -2.42739 -0.99154 0.13382
H -1.14605 0.58841 -1.13499
H 0.52215 0.33785 -1.14392
H -0.13625 1.53612 -0.35026
H -3.68018 1.02307 -1.10605
H -2.88073 2.35182 -1.28393
O -2.79798 1.41210 -1.06979
H 2.53715 -0.30189 -2.42784
H 1.81949 0.97037 -3.08917
O 2.12577 0.55549 -2.27692
```


Relative to the most stable one, in eV, the structures come out at one 3.362; two 0.000.


--- one ---
Formula: C4H14NO2
Source: the Open Molecules 2025 dataset
Level of theory: ωB97M-V/def2-TZVPD

Calculated values
HOMO-LUMO gap (spin up / spin down)   4.7289 / 5.9876 eV
HOMO (spin up / spin down)   -18.10 / -17.73 eV
Multiplicity   2
<S²>   1.764
Charge   +2

```
21
C4H14NO2 ωB97M-V/def2-TZVPD
C 2.50075 -0.77087 0.11743
C 1.97962 0.14858 1.18878
C 1.12469 1.29181 0.65793
C -0.45898 0.81215 0.46811
O -0.67095 0.09203 -0.58675
N -4.35139 -2.38654 0.90413
H 1.66804 -1.13660 -0.51689
H 3.12629 -0.23766 -0.59820
H 2.97297 -1.66328 0.52195
H 2.82798 0.69564 1.63702
H 1.40211 1.57822 -0.35762
H 1.17742 2.19471 1.26526
H -1.01930 1.77047 0.49115
H -0.60129 0.16105 1.35387
H 0.08787 0.61683 -1.91950
H -5.01996 -1.69425 1.27086
H 1.44815 -0.37442 1.98832
H -3.96392 -3.07613 1.56405
H 0.35765 1.22591 -3.35322
H -4.70240 -2.84956 0.05072
O 0.68771 1.17322 -2.44651
```


--- two ---
Formula: C4H14NO2
Source: the Open Molecules 2025 dataset
Level of theory: ωB97M-V/def2-TZVPD

Calculated values
HOMO-LUMO gap (spin up / spin down)   11.3889 / 3.8373 eV
HOMO (spin up / spin down)   -18.97 / -18.51 eV
Multiplicity   2
<S²>   0.755
Charge   +2

```
21
C4H14NO2 ωB97M-V/def2-TZVPD
C -1.40990 0.88060 0.22511
O -1.17244 1.23144 1.54931
C -0.11811 0.12266 -0.32053
C -0.19658 -0.04231 -1.84690
C 0.94682 -0.94656 -2.28683
N 1.17259 0.85103 0.06124
H -2.28950 0.25707 0.15195
H -1.58009 1.81942 -0.31954
H -1.75984 0.66615 2.10994
H -0.02756 -0.81392 0.23364
H -1.19322 -0.42130 -2.09315
H -0.05822 0.95745 -2.23542
H 1.93983 -0.51036 -2.14381
H 0.89374 -1.91202 -1.79986
H 0.90859 -1.10817 -3.37386
H 1.93422 0.17819 -0.07613
H 1.19572 0.97844 1.08367
H 1.35662 1.74073 -0.41200
H -0.34490 -0.50830 3.78494
H -0.08347 -2.03112 4.21910
O -0.11431 -1.38912 3.48913
```


Relative to the most stable one, in eV, the structures come out at one 3.740; two 0.000.


--- one ---
Formula: C5H8N2
Source: the Open Molecules 2025 dataset
Level of theory: ωB97M-V/def2-TZVPD

Calculated values
HOMO-LUMO gap   8.0444 eV
HOMO   -7.08 eV
Multiplicity   1
Charge   0

```
15
C5H8N2 ωB97M-V/def2-TZVPD
C 2.15467 -0.34634 -0.11514
C 0.81702 -0.36830 0.46152
C -0.27428 -1.01215 -0.09208
C -1.29842 -0.05974 -0.01762
N -2.55033 -0.16882 -0.50857
C -0.85316 1.13548 0.64249
N 0.46414 0.77760 1.05942
H 2.90675 -0.00807 0.60663
H 2.37279 -1.24869 -0.70740
H 1.91677 0.56420 -0.83800
H -0.28406 -1.97951 -0.58154
H -3.16291 0.60850 -0.33258
H -2.87301 -1.05015 -0.86272
H -0.47218 1.80770 -0.26389
H 1.11582 1.52121 1.29611
```


--- two ---
Formula: C5H8N2
Source: the Open Molecules 2025 dataset
Level of theory: ωB97M-V/def2-TZVPD

Calculated values
HOMO-LUMO gap   8.3504 eV
HOMO   -7.68 eV
Multiplicity   1
Charge   0

```
15
C5H8N2 ωB97M-V/def2-TZVPD
C 2.22005 0.12531 0.06474
C 0.73813 0.15182 -0.21261
C 0.24625 0.52401 -1.54561
N -0.99386 0.50740 -1.85607
C -1.43514 -0.01488 1.19585
N -2.33917 -0.95232 1.54193
C -0.22523 -0.12609 0.67423
H 2.60238 1.11507 0.34902
H 2.47032 -0.56851 0.87294
H 2.77872 -0.19101 -0.82443
H 1.03523 0.80622 -2.25949
H -1.11953 0.81406 -2.81958
H -2.32871 -1.85064 1.07553
H -3.25275 -0.62331 1.81086
H -0.39669 0.28289 1.93270
```


--- three ---
Formula: C5H8N2
Source: the Open Molecules 2025 dataset
Level of theory: ωB97M-V/def2-TZVPD

Calculated values
HOMO-LUMO gap   9.9679 eV
HOMO   -9.35 eV
Multiplicity   1
Charge   0

```
15
C5H8N2 ωB97M-V/def2-TZVPD
H -3.67853 0.15900 0.63088
N -2.69954 0.36279 0.83071
C -1.90245 -0.25757 0.07962
C -0.40354 -0.22088 0.34319
N 0.14003 -1.54496 0.08625
C 0.07352 0.88310 -0.57444
C 1.81828 1.12995 -0.23762
C 2.97891 0.81906 -0.19599
H -2.18969 -0.85138 -0.79686
H -0.26117 0.07862 1.38671
H 0.81291 -1.56606 -0.67204
H 0.62618 -1.90468 0.90063
H 0.59982 1.87315 0.00689
H 0.10067 0.54692 -1.61874
H 3.98461 0.49294 -0.16920
```


Relative to the most stable one, in eV, the structures come out at one 0.000; two 1.455; three 3.409.